Entry from the Open Molecules 2025 dataset: a structure of composition C94H117Cl3CsF3Ge3N14OPS4Se (ωB97M-V/def2-TZVPD).

XYZ file:
```
242
Properties=species:S:1:pos:R:3:forces:R:3
C 6.2154 -0.1681 1.4876 0.039 -0.134 -0.023
H -2.7559 3.2264 2.3890 -0.224 -0.060 -0.167
H 6.2336 -1.0377 -6.1794 0.037 0.110 -0.033
H -3.1473 0.9784 -0.1866 0.110 0.022 -0.047
C -0.9980 3.1352 5.0966 0.115 0.018 0.173
C -5.3959 1.9525 -1.6596 0.342 -0.107 -0.394
H -4.8059 7.0308 1.1661 0.083 -0.004 0.038
H -4.4440 1.4910 2.7067 0.005 -0.100 0.003
C -6.9250 6.9984 0.7531 0.100 -0.058 0.067
H -3.3282 -0.8406 -5.3530 -0.043 0.109 -0.018
F -5.2137 3.6338 6.8166 -0.008 -0.279 -0.141
H -2.2267 -7.1918 -0.8784 -0.137 0.006 -0.084
C 5.8571 -2.0189 -5.9216 0.063 -0.085 0.058
C -3.5993 -2.6312 -4.2134 -0.069 -0.040 0.010
H -7.5827 7.2040 -0.0941 -0.007 0.031 -0.003
H -5.6808 0.7573 1.6708 0.026 0.017 0.070
H -4.3512 5.3342 -0.5570 -0.091 0.036 -0.033
H 3.1789 -4.9008 -7.8270 0.084 -0.025 -0.017
C 0.2671 -3.7033 -5.6148 -0.057 -0.159 -0.285
C -1.0685 -5.3986 -3.6789 0.012 -0.046 0.037
C 4.0765 -4.1487 0.4679 -0.645 0.504 -0.515
H -8.0675 1.4029 -0.1198 -0.027 0.124 -0.040
H 0.6832 -7.9732 -1.7093 0.004 -0.094 -0.121
H -1.0081 -4.5511 -7.1017 -0.059 -0.044 0.022
H -6.1015 2.0685 -3.7267 0.020 0.003 -0.062
C -1.4829 -0.0869 6.1669 0.033 0.029 0.254
H -4.8264 -0.6023 6.0641 -0.028 -0.002 -0.004
H 3.5156 5.0471 -2.4731 -0.072 -0.054 -0.105
C 1.9751 5.9024 5.0633 -0.276 0.061 0.168
H -7.8105 0.9001 -2.4128 -0.014 -0.003 -0.029
C -2.5053 -2.0414 0.5227 0.060 0.496 -0.150
H -6.8059 5.4590 2.2599 -0.067 -0.009 0.007
Ge 1.9167 -2.3771 -3.5016 0.129 -0.001 0.170
C 2.2020 -5.8536 0.4353 -0.311 -0.215 0.020
C 7.0603 -3.2822 -1.3148 -0.026 -0.017 -0.075
F -4.6990 5.6378 6.2550 0.139 0.008 -0.296
C -3.2368 -4.4210 1.8650 -0.075 0.083 0.463
H -8.1224 5.2006 1.0898 0.057 0.110 0.154
C 1.5747 -3.4668 -5.2005 0.203 0.505 0.858
H 0.0236 -1.7671 2.9384 0.241 -0.073 -0.037
C -1.6931 -4.1204 -4.1482 -0.003 0.028 0.085
H 3.8894 -6.1741 -1.6043 0.053 0.028 -0.101
H 3.6844 3.4571 -2.9348 -0.026 0.052 0.036
C -2.4013 0.4196 0.3915 -0.332 0.450 0.242
Se 1.1327 3.7860 2.7184 0.456 0.266 0.402
H 4.9075 -0.8422 3.6142 0.006 0.078 0.086
C 5.9994 -4.6203 1.8598 0.049 -0.054 -0.021
N 0.1669 6.2691 -0.2103 -0.051 0.181 -0.017
H -0.7379 0.2239 6.8861 0.104 -0.005 -0.073
H -0.2843 -1.6162 -7.0633 0.004 0.010 -0.058
H -7.9823 3.1571 -0.4059 -0.043 -0.013 -0.009
H 1.2897 8.0165 -0.5162 -0.045 0.011 -0.080
C -3.5122 3.7718 4.3281 0.047 0.109 0.367
C 5.4757 -5.8506 2.2069 0.073 -0.079 0.075
H 4.5776 7.1242 5.7756 -0.055 0.064 0.082
H 0.8385 -5.4102 -8.4972 0.029 -0.012 -0.031
H -5.5952 -3.2454 -3.7150 -0.068 -0.014 0.018
H -8.2333 0.9547 2.7372 -0.015 -0.045 -0.028
P -5.4805 3.2891 0.6813 -1.586 -0.046 0.104
H -4.5079 3.9915 3.9776 -0.137 0.071 -0.121
H -3.5281 -5.2286 -0.1076 0.016 -0.047 -0.069
H 3.7980 -7.1659 1.9859 -0.019 -0.044 -0.006
H 7.7795 1.9974 0.9720 0.041 0.059 0.039
H 6.3908 -3.2260 -2.1737 0.049 -0.117 -0.072
H -1.6167 0.0349 -1.9048 0.068 -0.034 -0.005
H 0.9986 5.6471 4.6482 0.078 0.054 0.056
C -1.5688 -2.0440 -5.3936 0.062 -0.031 0.022
H -2.8988 -3.1949 -1.2495 0.053 0.096 -0.098
H -4.4481 2.4871 -1.6445 0.087 -0.123 -0.053
C -3.4492 -0.9499 4.4624 0.200 -0.078 -0.143
H 4.0228 3.5484 1.8218 -0.087 0.081 0.071
N 2.9715 5.3961 4.1659 0.053 -0.435 -0.525
H -1.4016 -8.7436 -0.7116 -0.068 -0.041 -0.014
H 2.0134 -4.9396 3.1016 0.029 0.048 0.057
C 1.2642 -4.5879 2.3899 -0.011 0.011 -0.023
C -4.1622 4.4575 6.6408 -0.483 0.295 0.313
C -7.0883 5.5472 1.2060 -0.404 -0.007 0.277
H 4.2308 -6.4835 -5.8266 -0.058 -0.060 0.022
C 4.2455 -6.2206 1.7023 0.026 -0.090 0.013
H 2.0712 5.4434 6.0510 0.018 0.015 -0.015
C 2.3494 -4.5933 -7.2029 -0.011 -0.065 -0.082
C 1.2319 0.1886 5.3237 -0.058 0.071 0.026
C 7.2220 -0.9138 -0.5399 -0.042 0.132 0.048
C 4.3703 -5.8940 -4.9167 0.031 0.022 -0.005
C 4.8919 -4.5292 -5.2544 0.061 0.000 -0.039
C 0.8068 -7.3004 -0.8707 -0.006 0.076 0.093
C -5.0214 -2.3266 -3.8330 0.092 0.009 0.007
H 2.8022 -7.1638 -2.5925 0.029 -0.001 -0.067
H 2.0664 6.9845 5.1596 0.018 0.012 -0.033
H 3.7154 -7.9011 -1.2749 0.076 -0.011 0.012
C 8.1675 -2.6448 -5.1653 -0.036 -0.034 -0.054
C -2.4517 -2.1070 1.9650 0.036 -0.087 0.172
H 6.8950 -4.9548 -4.6410 0.051 -0.090 0.078
H -5.2256 7.8741 -0.3381 0.051 0.068 -0.028
C -1.0806 6.6688 0.4011 0.005 -0.132 0.145
C 2.7297 4.4730 3.1765 -0.131 -0.089 -0.201
C 0.4589 4.9359 -0.3323 -0.449 -0.207 0.336
H 1.5942 -3.6194 2.0134 0.059 0.176 0.055
C -5.3712 5.7018 -0.4411 0.313 0.225 -0.541
C 2.0412 -6.7054 -0.6546 0.028 0.018 0.037
H -0.9608 7.6906 0.7692 -0.055 -0.028 0.028
H 0.8674 1.0490 5.8775 -0.010 0.053 -0.002
C -7.6945 1.5996 3.4331 0.127 0.039 -0.047
H -1.8032 -6.0366 -3.1894 -0.071 -0.061 0.007
S 2.6964 -1.0921 0.5633 0.339 -0.565 -0.106
H -4.2113 -1.2700 3.7640 -0.030 0.003 -0.044
H 0.0257 2.8880 5.3400 0.107 -0.001 0.082
C -2.7996 -0.1358 6.6006 -0.042 -0.034 -0.008
H -1.5674 3.6916 7.0937 0.080 -0.015 0.144
O -4.0193 3.2835 0.6191 0.783 0.024 -0.112
H 6.9515 -4.2950 2.2626 0.032 0.020 0.007
H 7.8203 -0.7206 -1.4204 0.086 0.042 -0.113
H 1.5857 -0.9760 3.0136 0.026 -0.103 -0.022
C 1.1097 -5.5481 1.2516 0.063 -0.089 -0.044
C -2.8762 -3.2027 -0.1719 -0.068 -0.456 -0.270
H 3.0037 -0.7975 -6.0010 -0.093 0.065 0.025
H 1.6162 -0.5504 6.0454 -0.006 -0.005 0.007
H -5.0622 -1.7855 -2.8861 -0.062 0.051 0.093
C -3.1604 3.9256 5.6637 0.270 -0.098 -0.171
H -1.5134 -0.3733 -6.7263 -0.091 0.050 -0.103
H -3.0360 0.1396 7.6209 -0.002 0.063 0.004
H 6.5676 2.1071 -0.3106 0.005 0.113 -0.050
H -8.1080 3.2097 2.0250 -0.043 0.035 0.030
H 3.8794 -1.9187 2.6641 -0.086 -0.037 0.046
C 6.7207 -2.1943 -0.3408 -0.056 -0.063 0.073
H -7.3305 3.7247 3.5339 -0.154 -0.033 -0.109
C 5.9094 -2.4365 0.7649 0.274 0.275 -0.026
C 6.2863 5.0190 2.9470 -0.172 0.000 0.027
C 4.0307 -3.5613 -5.7721 0.339 0.057 -0.077
N 3.4368 4.0817 -2.1786 0.191 0.043 0.018
H -3.5549 -4.4976 -3.1716 -0.055 -0.095 0.066
H -7.1565 7.6975 1.5556 -0.042 0.034 0.004
H 5.0649 -6.4228 -4.2665 0.019 -0.044 0.058
N -6.1936 4.7821 0.3488 0.438 -0.741 0.446
N 3.9340 4.1944 2.5921 -0.366 0.006 0.108
C -1.0999 -0.4442 4.8741 -0.012 -0.143 -0.124
H -3.5252 -5.3332 2.3711 0.049 -0.033 0.068
H -0.6109 -5.9450 -4.5046 0.011 -0.056 0.010
C 4.9277 4.9281 3.1813 0.421 0.480 0.505
C 6.4088 6.6359 4.7479 0.080 0.082 0.094
C 0.7785 -1.3902 3.6168 0.041 -0.288 -0.217
Cl -1.9155 3.3719 -5.3139 0.077 0.116 0.132
C 6.2261 -4.2140 -5.0609 -0.101 0.001 -0.076
H -0.0767 7.7663 -1.6371 0.033 0.002 -0.049
H -1.4616 0.9779 0.3654 -0.831 -0.092 0.019
C -2.8700 -1.7565 -5.0026 -0.051 -0.057 0.079
H -2.0734 -7.9318 0.7146 -0.099 -0.045 0.036
C -2.5417 3.3211 3.4431 -0.285 0.037 -0.010
H 1.1774 -2.2199 4.2217 0.026 0.012 0.010
N 1.7824 4.6938 -0.6980 0.454 0.499 -0.030
C 3.5449 -5.3777 0.8425 0.087 -0.200 0.028
H -2.8233 -3.3658 3.6656 0.050 0.020 -0.016
C -2.8613 -3.3149 2.5848 -0.244 -0.430 0.094
H 5.2890 -2.5741 3.4977 0.071 -0.016 0.097
Ge -1.0201 3.7677 -3.1980 -0.292 0.141 -0.328
F -3.6601 4.6829 7.8683 0.325 -0.149 0.027
C 6.7172 -2.9573 -5.3798 0.040 0.032 -0.023
H -0.9549 -5.9115 1.6374 -0.081 -0.004 0.100
H 8.3508 -1.5791 -5.2718 0.093 0.108 0.020
H -5.8069 5.8069 -1.4418 0.148 0.042 -0.044
C -7.5543 2.1886 -0.6906 -0.406 -0.110 0.270
H -1.2874 6.0154 1.2481 -0.064 0.049 0.077
C 2.1835 3.7675 -1.6511 0.212 -0.286 -0.159
H 0.3165 -4.4507 2.9052 -0.087 0.029 0.076
H 6.7560 4.4360 2.1720 0.086 -0.089 -0.114
C -0.2667 -7.0599 -0.0303 0.028 -0.069 -0.049
C 5.7047 -1.4333 1.7187 0.033 0.138 0.098
C -5.4691 7.0288 0.3000 -0.155 -0.132 -0.125
H 1.8912 2.1533 -2.6374 0.031 -0.093 -0.048
H -2.7258 0.3562 1.4239 0.006 0.172 -0.088
S 4.0535 -2.6055 -2.6878 -0.536 -0.083 0.298
Cl -2.5073 5.5845 -2.6520 0.044 -0.118 -0.032
H -8.5423 2.4976 -2.6279 -0.027 -0.038 0.046
H 3.4055 -5.8175 -4.4185 -0.039 -0.047 0.058
C -6.3165 1.0209 3.7322 -0.024 0.065 -0.114
H -8.3044 1.7364 4.3248 -0.075 -0.019 -0.006
H 7.0091 7.2986 5.3547 0.049 0.034 0.022
H 6.0146 -6.5040 2.8810 0.022 -0.052 0.025
C 3.1806 -6.9996 -1.5852 0.010 -0.021 0.040
C -0.1114 -6.1523 1.0056 0.007 -0.048 -0.067
C 6.9473 0.1158 0.3429 0.100 -0.034 -0.010
H 6.9485 -4.2663 -0.8627 0.024 -0.053 -0.050
N 0.2185 -0.3600 4.4599 -0.138 0.272 -0.047
H 6.0179 0.6185 2.2064 -0.017 0.066 0.080
N 1.5063 2.7303 -1.8919 0.300 0.282 -0.744
C 1.0507 -4.8685 -7.5835 -0.020 -0.019 -0.077
C -1.5681 -7.7768 -0.2371 -0.006 0.104 -0.053
H -1.2462 4.2235 0.1787 -0.094 0.149 -0.159
H -5.8935 1.4770 4.6281 0.027 -0.007 0.075
N -0.2863 3.9542 -0.0066 -0.373 0.329 -0.223
C 7.0145 5.8902 3.7464 0.106 -0.007 -0.018
H -6.3282 -0.0579 3.8615 0.052 -0.066 0.047
C 4.9075 -1.7091 2.9564 0.026 -0.071 0.048
S 1.4454 -0.3184 -3.7789 -0.079 -0.089 0.213
C -7.6904 1.9651 -2.2036 0.065 0.070 -0.033
H -3.0530 -0.9647 -2.1212 -0.029 0.019 0.031
C 2.6121 -3.8882 -6.0336 -0.014 -0.134 -0.114
C 5.3087 -3.7688 1.0048 0.159 -0.119 0.124
H -6.3188 3.5410 -2.7665 0.022 0.084 -0.053
H -1.9144 6.6306 -0.3100 0.066 -0.008 0.064
H 8.1921 1.5314 -0.6873 0.056 0.062 -0.044
C -0.8322 -1.0927 -6.2796 -0.010 0.104 -0.085
Ge 3.0219 -2.8006 -0.6533 0.168 -0.181 -0.352
H -5.4967 -1.7091 -4.5925 -0.091 0.057 -0.026
H 4.1963 -0.5189 -7.2745 0.032 0.036 -0.029
N -1.8956 -1.1174 2.6691 0.485 0.295 -1.099
N -6.1219 2.1718 -0.4125 0.429 0.595 0.519
H 1.3676 6.8143 -1.8467 -0.066 0.080 0.033
C 3.6150 -1.2855 -6.7635 -0.058 0.065 0.040
H -0.1050 -0.5376 -5.6820 0.071 -0.040 -0.015
H 2.0601 0.5172 4.6907 0.007 -0.034 0.109
H 2.3774 5.5080 -0.6464 -0.072 -0.194 0.068
C -0.9801 -3.2380 -4.9624 -0.302 0.109 0.183
H 8.7794 -3.1763 -5.8959 0.125 0.004 -0.010
H 8.0830 -3.1681 -1.6745 0.090 -0.002 0.004
C 5.0457 6.5474 4.9934 -0.145 -0.093 -0.085
C -2.0906 -0.8976 -1.6006 0.025 -0.190 -0.430
C 4.3107 5.6905 4.1946 0.745 0.011 -0.170
C -3.2333 -4.3652 0.4725 0.022 0.310 -0.209
N -1.3148 3.0125 3.8206 -0.199 -0.362 -0.018
C -3.7937 -0.5676 5.7407 -0.152 0.069 0.295
C -6.3456 2.4513 -2.7389 -0.017 -0.151 0.057
C 4.5165 -2.3053 -6.1364 -0.042 -0.070 -0.070
Cs 0.9070 1.3396 0.3098 -0.046 -0.774 0.629
N -2.2465 -0.8968 -0.1674 0.251 -0.374 0.479
C 0.7288 7.2677 -1.0926 0.139 0.243 -0.058
S 1.0436 -3.4564 -1.6379 0.442 0.198 -0.199
H -5.2047 0.8790 -1.7818 0.108 0.073 -0.082
C 0.0200 -4.4020 -6.7954 -0.019 -0.099 -0.133
C -1.8698 3.5913 6.0655 -0.474 0.150 -0.090
H -1.4539 -1.7198 -1.9286 0.057 0.025 -0.031
C 7.4065 1.5190 0.0657 -0.073 -0.062 -0.012
C -7.3607 2.9360 2.7698 -0.408 0.338 0.241
H 8.0778 5.9867 3.5880 0.096 -0.003 -0.028
Cl 0.7253 5.2654 -3.8352 -0.226 -0.046 -0.244
C -2.1287 -0.8957 3.9826 -0.501 0.048 1.015
N -6.0254 2.7878 2.1976 0.184 0.212 -0.761
H 2.9339 -1.7513 -7.4768 -0.006 0.044 -0.035
H 8.4763 -2.9601 -4.1715 0.123 0.012 0.111
C -5.5145 1.4460 2.5109 0.343 -0.403 0.223
C -2.9918 -3.8010 -3.7808 -0.062 0.078 -0.046
H -0.2870 -5.1688 -2.9535 0.100 -0.136 0.008
```
Positions in Å, forces in eV/Å.

Properties
Gap between HOMO and LUMO (alpha / beta) ... 5.38 / 5.19 eV
Energy ... -16761.17290 Eh
LUMO energy (alpha / beta) ... 2.76 / 2.57 eV
Total charge ... -2
2S+1 ... 2